C35H39HfN3PSe2Si | the ωB97M-V functional and the def2-TZVPD basis

Computed properties:
Net charge: -1
HOMO level in eV: -3.039
LUMO level in eV: 2.4
2S+1: 1

Each line ends with the Mulliken charge.
Atoms and positions in Å:
Hf -0.162 0.244 -0.654  1.963
N 2.226 0.407 0.147  -0.843
C 2.275 0.667 1.594  -0.476
C 1.315 -0.253 2.331  -0.794
N -0.065 -0.172 1.823  -0.317
C -0.966 0.713 2.569  -0.735
C -0.836 2.144 2.085  -0.683
N -1.057 2.182 0.636  -0.374
H 2.753 1.136 -0.330  0.200
H 2.676 -0.481 -0.073  -0.032
H 3.281 0.520 2.002  0.533
H 2.017 1.717 1.731  0.153
H 1.643 -1.286 2.210  0.305
H 1.344 -0.017 3.401  0.401
H -0.458 -1.107 1.787  0.229
H -1.983 0.362 2.387  0.248
H -0.776 0.662 3.648  0.446
H -1.539 2.780 2.633  0.504
H 0.166 2.534 2.271  0.296
H -2.050 2.119 0.421  0.104
H -0.705 3.071 0.281  0.200
Se -1.093 -0.477 -2.767  -0.711
P 0.919 2.564 -1.773  -0.131
Se 1.863 3.888 -0.304  -0.470
C -0.307 3.565 -2.695  0.177
C 0.080 4.716 -3.379  -0.721
C -0.864 5.489 -4.033  -0.648
C -2.208 5.129 -3.994  -0.449
C -2.601 3.991 -3.308  -0.717
C -1.650 3.206 -2.664  0.516
C 2.152 2.144 -3.063  0.613
C 3.518 2.303 -2.863  -0.484
C 4.424 1.850 -3.816  -0.623
C 3.971 1.245 -4.977  -0.474
C 2.605 1.092 -5.187  -0.707
C 1.700 1.533 -4.236  -0.546
H 1.124 5.008 -3.382  0.380
H -0.556 6.379 -4.567  0.365
H -2.946 5.739 -4.501  0.372
H -3.643 3.696 -3.269  0.468
H -1.964 2.300 -2.156  0.029
H 3.862 2.803 -1.965  0.363
H 5.487 1.976 -3.647  0.398
H 4.678 0.892 -5.718  0.390
H 2.243 0.619 -6.092  0.409
H 0.637 1.389 -4.389  0.371
C 4.751 -2.529 -2.574  -0.522
C 3.577 -2.345 -3.296  -0.620
C 2.348 -2.399 -2.656  -0.093
C 2.246 -2.644 -1.279  -0.110
C 3.442 -2.836 -0.579  -0.169
C 4.681 -2.776 -1.212  -0.579
Si 0.558 -2.472 -0.397  0.446
C -0.488 -3.977 -0.913  0.385
C -0.054 -5.257 -0.553  -0.486
C -0.778 -6.394 -0.883  -0.604
C -1.971 -6.273 -1.583  -0.384
C -2.427 -5.013 -1.941  -0.652
C -1.694 -3.879 -1.608  0.021
H 5.712 -2.475 -3.071  0.375
H 3.621 -2.142 -4.359  0.403
H 1.443 -2.219 -3.227  0.338
H 3.403 -3.044 0.486  0.327
H 5.590 -2.925 -0.640  0.377
H 0.971 -2.961 0.989  -0.452
H 0.876 -5.365 -0.003  0.288
H -0.414 -7.373 -0.592  0.363
H -2.544 -7.156 -1.843  0.346
H -3.363 -4.906 -2.479  0.394
H -2.069 -2.901 -1.882  0.107
C -2.180 -0.120 -0.859  -0.616
C -3.512 0.294 -1.139  1.593
C -4.165 0.495 -2.379  -0.429
C -5.431 1.055 -2.453  -0.686
C -6.138 1.438 -1.320  -0.618
C -5.541 1.214 -0.080  -0.489
C -4.289 0.645 0.012  -0.620
H -3.650 0.212 -3.286  0.495
H -5.874 1.189 -3.434  0.391
H -7.127 1.871 -1.397  0.374
H -6.069 1.470 0.833  0.367
H -3.874 0.439 0.994  0.245

---

C35H39N2 | the ωB97M-V functional and the def2-TZVPD basis

Computed properties:
Net charge: +1
HOMO level in eV: -10.163
LUMO level in eV: -5.3
2S+1: 1

Each line ends with the Mulliken charge.
Atoms and positions in Å:
C 4.938 3.660 -2.615  -1.578
C 3.705 2.829 -2.599  0.743
C 3.772 1.465 -2.832  -0.806
C 2.636 0.675 -2.813  1.461
C 2.741 -0.789 -3.042  -1.829
C 1.396 1.267 -2.556  -0.935
N 0.206 0.450 -2.498  0.732
C -0.304 -0.202 -1.449  -0.705
N -1.427 -0.880 -1.712  0.871
C -2.406 -1.338 -0.749  -0.796
C -3.096 -0.396 0.021  1.517
C -2.825 1.052 -0.165  -1.124
C -4.009 -0.832 0.965  -1.159
C -4.252 -2.180 1.164  0.751
C -5.247 -2.619 2.180  -1.618
C -3.558 -3.104 0.397  -1.149
C -2.637 -2.703 -0.556  1.070
C -1.879 -3.704 -1.351  -1.525
C -1.789 -0.687 -3.153  -0.544
C -0.665 0.225 -3.691  -0.517
C 1.313 2.640 -2.308  1.136
C 0.000 3.257 -1.989  -1.230
C 2.470 3.401 -2.334  -1.085
H 4.716 4.704 -2.389  0.364
H 5.656 3.310 -1.874  0.280
H 5.420 3.628 -3.593  0.419
H 4.727 1.009 -3.027  0.478
H 1.762 -1.264 -2.969  0.231
H 3.144 -1.000 -4.034  0.386
H 3.395 -1.252 -2.301  0.356
H -3.503 1.666 0.430  0.466
H -1.803 1.289 0.133  -0.113
H -2.945 1.334 -1.211  0.334
H -4.540 -0.112 1.563  0.429
H -5.302 -3.706 2.243  0.366
H -4.986 -2.243 3.169  0.292
H -6.245 -2.250 1.939  0.399
H -3.738 -4.153 0.553  0.374
H -2.118 -4.725 -1.048  0.423
H -2.112 -3.611 -2.412  0.279
H -0.805 -3.560 -1.230  0.302
H -1.831 -1.655 -3.663  0.340
H -2.778 -0.226 -3.220  0.316
H -1.034 1.177 -4.079  0.225
H -0.074 -0.249 -4.477  0.319
H 0.084 4.334 -1.831  0.435
H -0.713 3.095 -2.798  0.288
H -0.418 2.816 -1.083  0.049
H 2.413 4.458 -2.137  0.374
C -2.170 -3.235 4.734  -1.392
C -1.362 -2.129 4.137  1.151
C -1.874 -0.836 4.098  -0.576
C -1.149 0.199 3.563  -0.613
C 0.146 0.000 3.036  0.911
C 0.814 1.125 2.481  -0.356
C 2.058 1.269 1.811  1.081
C 2.513 2.580 1.537  -0.346
C 3.750 2.806 0.987  -0.861
C 4.582 1.744 0.685  -0.250
C 4.139 0.448 0.878  -1.202
C 2.891 0.205 1.400  -0.007
C 0.677 -1.304 3.140  -0.463
C -0.072 -2.338 3.654  -1.228
H -1.676 -4.201 4.631  0.394
H -2.341 -3.062 5.798  0.360
H -3.147 -3.314 4.255  0.194
H -2.854 -0.657 4.511  0.417
H -1.563 1.192 3.555  0.431
H 0.291 2.056 2.616  0.306
H 1.881 3.414 1.787  0.434
H 4.080 3.816 0.800  0.429
H 5.573 1.927 0.299  0.469
H 4.782 -0.378 0.624  0.439
H 2.530 -0.805 1.427  0.269
H 1.703 -1.489 2.891  0.528
H 0.344 -3.329 3.697  0.393

---

Please write out number 2 again, unchanged.
C35H39N2 | the ωB97M-V functional and the def2-TZVPD basis

Computed properties:
Net charge: +1
HOMO level in eV: -10.163
LUMO level in eV: -5.3
2S+1: 1

Each line ends with the Mulliken charge.
Atoms and positions in Å:
C 4.938 3.660 -2.615  -1.578
C 3.705 2.829 -2.599  0.743
C 3.772 1.465 -2.832  -0.806
C 2.636 0.675 -2.813  1.461
C 2.741 -0.789 -3.042  -1.829
C 1.396 1.267 -2.556  -0.935
N 0.206 0.450 -2.498  0.732
C -0.304 -0.202 -1.449  -0.705
N -1.427 -0.880 -1.712  0.871
C -2.406 -1.338 -0.749  -0.796
C -3.096 -0.396 0.021  1.517
C -2.825 1.052 -0.165  -1.124
C -4.009 -0.832 0.965  -1.159
C -4.252 -2.180 1.164  0.751
C -5.247 -2.619 2.180  -1.618
C -3.558 -3.104 0.397  -1.149
C -2.637 -2.703 -0.556  1.070
C -1.879 -3.704 -1.351  -1.525
C -1.789 -0.687 -3.153  -0.544
C -0.665 0.225 -3.691  -0.517
C 1.313 2.640 -2.308  1.136
C 0.000 3.257 -1.989  -1.230
C 2.470 3.401 -2.334  -1.085
H 4.716 4.704 -2.389  0.364
H 5.656 3.310 -1.874  0.280
H 5.420 3.628 -3.593  0.419
H 4.727 1.009 -3.027  0.478
H 1.762 -1.264 -2.969  0.231
H 3.144 -1.000 -4.034  0.386
H 3.395 -1.252 -2.301  0.356
H -3.503 1.666 0.430  0.466
H -1.803 1.289 0.133  -0.113
H -2.945 1.334 -1.211  0.334
H -4.540 -0.112 1.563  0.429
H -5.302 -3.706 2.243  0.366
H -4.986 -2.243 3.169  0.292
H -6.245 -2.250 1.939  0.399
H -3.738 -4.153 0.553  0.374
H -2.118 -4.725 -1.048  0.423
H -2.112 -3.611 -2.412  0.279
H -0.805 -3.560 -1.230  0.302
H -1.831 -1.655 -3.663  0.340
H -2.778 -0.226 -3.220  0.316
H -1.034 1.177 -4.079  0.225
H -0.074 -0.249 -4.477  0.319
H 0.084 4.334 -1.831  0.435
H -0.713 3.095 -2.798  0.288
H -0.418 2.816 -1.083  0.049
H 2.413 4.458 -2.137  0.374
C -2.170 -3.235 4.734  -1.392
C -1.362 -2.129 4.137  1.151
C -1.874 -0.836 4.098  -0.576
C -1.149 0.199 3.563  -0.613
C 0.146 0.000 3.036  0.911
C 0.814 1.125 2.481  -0.356
C 2.058 1.269 1.811  1.081
C 2.513 2.580 1.537  -0.346
C 3.750 2.806 0.987  -0.861
C 4.582 1.744 0.685  -0.250
C 4.139 0.448 0.878  -1.202
C 2.891 0.205 1.400  -0.007
C 0.677 -1.304 3.140  -0.463
C -0.072 -2.338 3.654  -1.228
H -1.676 -4.201 4.631  0.394
H -2.341 -3.062 5.798  0.360
H -3.147 -3.314 4.255  0.194
H -2.854 -0.657 4.511  0.417
H -1.563 1.192 3.555  0.431
H 0.291 2.056 2.616  0.306
H 1.881 3.414 1.787  0.434
H 4.080 3.816 0.800  0.429
H 5.573 1.927 0.299  0.469
H 4.782 -0.378 0.624  0.439
H 2.530 -0.805 1.427  0.269
H 1.703 -1.489 2.891  0.528
H 0.344 -3.329 3.697  0.393

---

- Look up the LUMO level of the second one.
  -5.3 eV

---

Please write out number 2 again, unchanged.
C35H39N2 | the ωB97M-V functional and the def2-TZVPD basis

Computed properties:
Net charge: +1
HOMO level in eV: -10.163
LUMO level in eV: -5.3
2S+1: 1

Each line ends with the Mulliken charge.
Atoms and positions in Å:
C 4.938 3.660 -2.615  -1.578
C 3.705 2.829 -2.599  0.743
C 3.772 1.465 -2.832  -0.806
C 2.636 0.675 -2.813  1.461
C 2.741 -0.789 -3.042  -1.829
C 1.396 1.267 -2.556  -0.935
N 0.206 0.450 -2.498  0.732
C -0.304 -0.202 -1.449  -0.705
N -1.427 -0.880 -1.712  0.871
C -2.406 -1.338 -0.749  -0.796
C -3.096 -0.396 0.021  1.517
C -2.825 1.052 -0.165  -1.124
C -4.009 -0.832 0.965  -1.159
C -4.252 -2.180 1.164  0.751
C -5.247 -2.619 2.180  -1.618
C -3.558 -3.104 0.397  -1.149
C -2.637 -2.703 -0.556  1.070
C -1.879 -3.704 -1.351  -1.525
C -1.789 -0.687 -3.153  -0.544
C -0.665 0.225 -3.691  -0.517
C 1.313 2.640 -2.308  1.136
C 0.000 3.257 -1.989  -1.230
C 2.470 3.401 -2.334  -1.085
H 4.716 4.704 -2.389  0.364
H 5.656 3.310 -1.874  0.280
H 5.420 3.628 -3.593  0.419
H 4.727 1.009 -3.027  0.478
H 1.762 -1.264 -2.969  0.231
H 3.144 -1.000 -4.034  0.386
H 3.395 -1.252 -2.301  0.356
H -3.503 1.666 0.430  0.466
H -1.803 1.289 0.133  -0.113
H -2.945 1.334 -1.211  0.334
H -4.540 -0.112 1.563  0.429
H -5.302 -3.706 2.243  0.366
H -4.986 -2.243 3.169  0.292
H -6.245 -2.250 1.939  0.399
H -3.738 -4.153 0.553  0.374
H -2.118 -4.725 -1.048  0.423
H -2.112 -3.611 -2.412  0.279
H -0.805 -3.560 -1.230  0.302
H -1.831 -1.655 -3.663  0.340
H -2.778 -0.226 -3.220  0.316
H -1.034 1.177 -4.079  0.225
H -0.074 -0.249 -4.477  0.319
H 0.084 4.334 -1.831  0.435
H -0.713 3.095 -2.798  0.288
H -0.418 2.816 -1.083  0.049
H 2.413 4.458 -2.137  0.374
C -2.170 -3.235 4.734  -1.392
C -1.362 -2.129 4.137  1.151
C -1.874 -0.836 4.098  -0.576
C -1.149 0.199 3.563  -0.613
C 0.146 0.000 3.036  0.911
C 0.814 1.125 2.481  -0.356
C 2.058 1.269 1.811  1.081
C 2.513 2.580 1.537  -0.346
C 3.750 2.806 0.987  -0.861
C 4.582 1.744 0.685  -0.250
C 4.139 0.448 0.878  -1.202
C 2.891 0.205 1.400  -0.007
C 0.677 -1.304 3.140  -0.463
C -0.072 -2.338 3.654  -1.228
H -1.676 -4.201 4.631  0.394
H -2.341 -3.062 5.798  0.360
H -3.147 -3.314 4.255  0.194
H -2.854 -0.657 4.511  0.417
H -1.563 1.192 3.555  0.431
H 0.291 2.056 2.616  0.306
H 1.881 3.414 1.787  0.434
H 4.080 3.816 0.800  0.429
H 5.573 1.927 0.299  0.469
H 4.782 -0.378 0.624  0.439
H 2.530 -0.805 1.427  0.269
H 1.703 -1.489 2.891  0.528
H 0.344 -3.329 3.697  0.393